(1)
The following is a quantum chemistry calculation of 6 unconnected molecules or ions with the total composition C34H64N3O15P2, from the Open Molecules 2025 dataset.

Each line ends with the Löwdin charge.
Element x y z (Å)
C1 3.28375 -4.14392 -1.79296  -0.102
C2 3.18532 -2.93664 -2.71685  -0.274
C3 1.95023 -2.96903 -3.61910  -0.220
C4 1.56022 -1.56478 -4.09726  -0.208
C5 0.65658 -0.86799 -3.07886  -0.218
C6 -0.80899 -1.27116 -3.19651  -0.214
C7 -1.72228 -0.41551 -2.32750  -0.221
C8 -3.20287 -0.68252 -2.57944  -0.207
C9 -4.14440 -0.16027 -1.48599  -0.200
C10 -5.29839 -1.11305 -1.19138  -0.223
C11 -6.46600 -0.43256 -0.48538  -0.242
C12 -7.65060 -1.40640 -0.24967  -0.304
P1 -9.22576 -0.78595 -0.81635  0.772
N1 -9.89439 0.32337 0.23572  -0.091
C13 -9.06177 -0.01029 -2.43599  -0.266
C14 -10.32208 -0.22342 -3.25753  -0.328
N2 -11.32136 0.53963 -3.30574  0.126
P2 -10.49945 -2.59090 -1.02890  0.613
N3 -9.79236 -3.50269 -2.05731  -0.292
H1 4.04472 -3.99961 -1.02637  0.055
H2 2.33066 -4.30295 -1.28048  0.072
H3 3.51409 -5.06130 -2.34046  0.074
H4 3.15414 -2.02564 -2.11160  0.088
H5 4.08169 -2.86969 -3.33882  0.108
H6 2.10872 -3.63066 -4.47492  0.111
H7 1.12215 -3.38272 -3.03028  0.099
H8 1.06084 -1.62049 -5.06935  0.104
H9 2.47345 -0.97393 -4.21768  0.110
H10 1.02590 -1.15250 -2.08806  0.100
H11 0.71583 0.21839 -3.18093  0.117
H12 -1.11838 -1.16819 -4.24508  0.117
H13 -0.94725 -2.32912 -2.94095  0.113
H14 -1.49852 0.63836 -2.52024  0.119
H15 -1.49966 -0.58372 -1.26724  0.106
H16 -3.34297 -1.76691 -2.68397  0.111
H17 -3.49305 -0.24585 -3.53982  0.118
H18 -3.56465 0.03431 -0.57727  0.105
H19 -4.57057 0.80011 -1.79675  0.116
H20 -5.66239 -1.53155 -2.13911  0.118
H21 -4.95471 -1.96533 -0.59342  0.121
H22 -6.14174 -0.05345 0.48525  0.107
H23 -6.77273 0.44201 -1.06805  0.097
H24 -7.49027 -2.33567 -0.81266  0.091
H25 -7.75363 -1.68964 0.80112  0.101
H26 -9.23772 0.67416 0.92815  0.078
H27 -10.71580 -0.00854 0.73291  0.067
H28 -8.18325 -0.42758 -2.93427  0.103
H29 -8.90023 1.05545 -2.25173  0.106
H30 -10.35077 -1.15187 -3.82866  0.101
H31 -11.20899 1.38654 -2.74421  0.064
H32 -10.45787 -2.99542 0.31816  -0.007
H33 -11.79927 -2.08581 -1.20760  0.000
H34 -10.33742 -3.77469 -2.86731  -0.001
C15 9.01196 -1.00253 0.39190  -0.015
C16 7.81213 -1.83207 0.02671  -0.309
C17 7.41476 -1.80984 -1.43853  -0.079
O1 5.99433 -1.99777 -1.37664  0.053
C18 5.57053 -1.55156 -0.17156  -0.543
O2 4.42466 -1.39370 0.12204  0.133
O3 6.61215 -1.30865 0.63920  0.104
H35 9.87507 -1.33442 -0.18781  0.095
H36 8.81993 0.05070 0.18948  0.076
H37 9.24573 -1.09891 1.45026  0.094
H38 7.92203 -2.86323 0.37379  0.159
H39 7.85762 -2.60298 -2.03414  0.139
H40 7.61880 -0.83864 -1.89591  0.140
C19 2.60456 1.06144 2.91850  -0.001
C20 1.63496 0.53542 1.89651  -0.287
C21 2.18646 0.31581 0.50363  -0.070
O4 1.02834 0.56616 -0.32523  0.045
C22 0.20803 1.39155 0.34608  -0.578
O5 -0.75339 1.93247 -0.12351  0.121
O6 0.59747 1.51652 1.62263  0.068
H41 3.44836 0.37594 3.00297  0.096
H42 2.96842 2.04617 2.62443  0.096
H43 2.13275 1.15559 3.89498  0.089
H44 1.13534 -0.36671 2.25931  0.140
H45 2.56267 -0.68412 0.31490  0.104
H46 2.95655 1.04555 0.24662  0.145
C23 -2.96637 4.72093 3.91220  -0.026
C24 -1.49689 4.98614 3.71888  -0.326
C25 -0.80552 4.12190 2.67995  -0.095
O7 0.52932 4.05350 3.19575  0.055
C26 0.47478 4.21970 4.53551  -0.563
O8 1.37712 4.02190 5.28226  0.166
O9 -0.75931 4.64037 4.90519  0.083
H47 -3.49147 4.85342 2.96496  0.088
H48 -3.11710 3.69985 4.26505  0.087
H49 -3.39487 5.40405 4.64374  0.086
H50 -1.31456 6.04580 3.51828  0.158
H51 -0.79031 4.54542 1.67991  0.141
H52 -1.21655 3.11141 2.63785  0.127
C27 12.60586 4.58075 0.81130  -0.021
C28 11.64238 3.48049 0.45812  -0.326
C29 10.42120 3.90028 -0.34131  -0.091
O10 9.43095 2.96162 0.09364  0.053
C30 9.77138 2.53676 1.33682  -0.570
O11 9.06614 1.89657 2.04660  0.162
O12 11.02190 2.94207 1.64267  0.087
H53 12.96023 5.06787 -0.09797  0.093
H54 12.11555 5.32140 1.44331  0.094
H55 13.46647 4.18681 1.34857  0.088
H56 12.15517 2.65297 -0.04071  0.157
H57 10.54418 3.82584 -1.41796  0.137
H58 10.09138 4.90667 -0.07196  0.140
C31 -3.95159 -0.77876 2.86336  -0.021
C32 -2.85652 -1.73390 2.46886  -0.333
C33 -2.99902 -3.15713 2.98346  -0.094
O13 -1.64154 -3.57033 3.11886  0.071
C34 -0.87834 -2.46497 3.30671  -0.552
O14 0.26220 -2.46767 3.62300  0.182
O15 -1.61385 -1.34735 3.06944  0.081
H59 -4.91676 -1.16393 2.52573  0.074
H60 -3.98045 -0.66392 3.94713  0.096
H61 -3.79092 0.20279 2.41815  0.085
H62 -2.70858 -1.73658 1.38305  0.149
H63 -3.51398 -3.83113 2.30308  0.136
H64 -3.47776 -3.18231 3.96655  0.140

Cartesian forces (eV/Å) of the 6 atoms listed first:
C -0.059 -0.024 0.013
C -0.097 -0.086 -0.058
C 0.000 0.089 0.069
C -0.027 -0.093 0.059
C 0.031 -0.322 -0.118
C -0.111 0.006 -0.130

## Properties
Electronic energy in hartree: -3309.327442
HOMO-LUMO gap in eV: 8.54
Lowest unoccupied orbital energy in eV: -3.267
Charge: +1



(2)
The following is a quantum chemistry calculation of a single C16H18ClN3O3S molecule, from the Open Molecules 2025 dataset.

Each line ends with the natural charge from an NBO analysis.
Element x y z (Å)
C1 -3.23341 -1.45051 -1.56910  -0.619
C2 -2.08863 -1.34203 -2.56625  -0.215
N1 -0.85933 -0.98155 -1.88234  -0.681
C3 0.39801 -1.35031 -2.50235  -0.300
C4 1.45214 -1.44622 -1.39710  0.692
O1 1.28784 -2.18733 -0.44714  -0.649
N2 2.57089 -0.72226 -1.59325  -0.589
C5 3.49939 -0.51581 -0.49066  -0.258
C6 2.97584 0.60725 0.36999  0.202
C7 2.09650 0.35469 1.41672  -0.249
C8 1.53812 1.43089 2.08329  -0.165
C9 1.88548 2.71271 1.68901  -0.262
C10 2.79192 2.85403 0.65028  0.048
N3 3.32418 1.83235 0.00601  -0.436
S1 -0.87677 0.55144 -1.19958  2.320
O2 -1.87825 1.37070 -1.82258  -0.940
O3 0.47061 1.04948 -1.20008  -0.950
C11 -1.35850 0.27705 0.50395  -0.349
C12 -2.03375 1.29639 1.14920  -0.166
C13 -2.37267 1.15904 2.48406  -0.244
C14 -2.02272 -0.00708 3.15108  -0.014
Cl1 -2.43380 -0.18465 4.81655  0.019
C15 -1.34591 -1.03039 2.50161  -0.261
C16 -1.00979 -0.88439 1.16586  -0.122
H1 -4.12248 -1.82087 -2.07342  0.219
H2 -2.96947 -2.13405 -0.76620  0.213
H3 -3.45237 -0.47437 -1.14627  0.221
H4 -2.33536 -0.59302 -3.32951  0.201
H5 -1.93006 -2.30649 -3.05430  0.205
H6 0.69989 -0.64117 -3.28314  0.196
H7 0.28071 -2.34459 -2.94165  0.236
H8 2.50671 0.06106 -2.22711  0.408
H9 4.47329 -0.25514 -0.90676  0.221
H10 3.55538 -1.44883 0.07231  0.229
H11 1.84678 -0.66017 1.68190  0.231
H12 0.83864 1.27176 2.89215  0.217
H13 1.46421 3.57949 2.17431  0.218
H14 3.10696 3.83224 0.31045  0.191
H15 -2.29105 2.18384 0.59319  0.245
H16 -2.89852 1.94395 3.00436  0.235
H17 -1.08172 -1.92820 3.03791  0.235
H18 -0.46895 -1.65892 0.64459  0.266

Cartesian forces (eV/Å) of the 6 atoms listed first:
C 0.026 -0.101 -0.256
C -0.669 -0.013 -0.076
N 0.071 0.845 0.461
C 0.384 0.247 0.136
C 0.301 -0.221 -0.584
O -0.079 -0.160 0.256

## Properties
Electronic energy in hartree: -1868.880799
HOMO-LUMO gap in eV: 9.81
Lowest unoccupied orbital energy in eV: 0.481
SMILES: CCN(CC(=O)NCc1ccccn1)S(=O)(=O)c1ccc(Cl)cc1
Charge: 0
Energy relative to the best compared isomer or geometry (same formula, charge and spin) in eV: 0.2118



Which value of electronic energy does entry 1 give?
-3309.327442 hartree